[1]
Density functional theory data (ωB97M-V with the def2-TZVPD basis set) for a single C6H12O molecule in a non-equilibrium geometry.

Values from the calculation:
**Orbital gap**: 9.924 eV
**SMILES**: CCC/C=C/CO
**Total charge**: 0

Atoms and positions in Å:
1 C -1.991 -0.814 1.788
2 C -1.052 -1.557 0.793
3 C 0.316 -0.880 0.757
4 C 0.309 0.431 0.010
5 C 0.961 0.619 -1.137
6 C 1.296 1.989 -1.730
7 O 2.391 1.841 -2.638
8 H -2.730 -0.179 1.308
9 H -1.477 -0.300 2.601
10 H -2.559 -1.574 2.337
11 H -0.993 -2.593 1.127
12 H -1.607 -1.609 -0.144
13 H 1.027 -1.567 0.290
14 H 0.680 -0.661 1.762
15 H -0.516 1.070 0.319
16 H 1.116 -0.178 -1.867
17 H 1.603 2.650 -0.926
18 H 0.404 2.291 -2.282
19 H 2.823 1.022 -2.371

Forces on atoms 1 to 6 (eV/Å):
-0.34 -1.16 0.43
-0.91 0.53 1.36
-0.25 -0.49 -1.48
-0.64 -1.37 -0.37
-0.34 1.16 -0.25
-0.46 -1.39 -0.17


[2]
Density functional theory data (ωB97M-V with the def2-TZVPD basis set) for a single C23H27NO5 molecule.

Values from the calculation:
**Orbital gap**: 9.067 eV
**SMILES**: COC(=O)[C@H]1CN(C(=O)[C@H](C)Oc2cc(C)ccc2C(C)C)c2ccccc2O1
**Total charge**: 0

Atoms and positions in Å:
1 C 6.482 0.688 -0.001
2 O 5.067 0.632 0.135
3 C 4.439 -0.247 -0.637
4 O 4.979 -1.000 -1.399
5 C 2.931 -0.209 -0.390
6 C 2.617 -0.831 0.978
7 N 1.183 -0.764 1.172
8 C 0.483 -1.935 1.141
9 O 1.048 -3.003 1.251
10 C -1.038 -1.851 0.962
11 C -1.607 -3.235 0.652
12 O -1.292 -0.945 -0.094
13 C -2.534 -0.381 -0.242
14 C -3.471 -0.311 0.779
15 C -4.694 0.324 0.608
16 C -5.672 0.371 1.744
17 C -4.979 0.894 -0.620
18 C -4.056 0.809 -1.648
19 C -2.833 0.176 -1.496
20 C -1.900 0.088 -2.680
21 C -1.637 -1.369 -3.069
22 C -0.586 0.824 -2.422
23 C 0.699 0.559 1.094
24 C -0.360 1.027 1.862
25 C -0.783 2.338 1.764
26 C -0.120 3.218 0.925
27 C 0.976 2.788 0.206
28 C 1.399 1.466 0.286
29 O 2.504 1.135 -0.442
30 H 6.827 1.418 0.726
31 H 6.752 0.996 -1.012
32 H 6.919 -0.293 0.198
33 H 2.436 -0.794 -1.180
34 H 2.925 -1.877 1.013
35 H 3.125 -0.258 1.761
36 H -1.458 -1.501 1.913
37 H -2.685 -3.168 0.529
38 H -1.370 -3.919 1.461
39 H -1.167 -3.618 -0.265
40 H -3.271 -0.755 1.743
41 H -6.555 0.942 1.471
42 H -5.217 0.832 2.621
43 H -5.982 -0.636 2.021
44 H -5.922 1.394 -0.781
45 H -4.299 1.244 -2.607
46 H -2.401 0.576 -3.524
47 H -1.090 -1.878 -2.282
48 H -1.046 -1.410 -3.982
49 H -2.575 -1.892 -3.239
50 H -0.776 1.850 -2.114
51 H 0.022 0.836 -3.324
52 H -0.032 0.328 -1.633
53 H -0.850 0.361 2.554
54 H -1.623 2.673 2.352
55 H -0.448 4.242 0.843
56 H 1.528 3.456 -0.436

Forces on atoms 1 to 6 (eV/Å):
0.34 -0.14 -0.12
-0.18 0.25 0.26
-0.39 -0.01 -0.14
0.04 -0.11 -0.06
0.15 -0.47 0.15
0.26 -0.07 -0.14


[3]
Density functional theory data (ωB97M-V with the def2-TZVPD basis set) for a gas-phase ion, C7H8 (charge +1) in a non-equilibrium geometry.

Values from the calculation:
**Orbital gap (spin up / spin down)**: 10.643 / 6.804 eV
**Expectation value of S²**: 0.77
**Multiplicity**: 2
**Total charge**: +1

Atoms and positions in Å:
1 C -0.119 1.710 -1.414
2 C 0.012 0.575 -0.490
3 C 0.165 0.800 0.914
4 C 0.141 -0.263 1.792
5 C 0.132 -1.572 1.279
6 C -0.067 -1.893 -0.093
7 C -0.127 -0.798 -0.899
8 H -1.110 2.174 -1.323
9 H 0.562 2.507 -1.123
10 H 0.000 1.402 -2.446
11 H 0.245 1.784 1.356
12 H 0.268 -0.157 2.859
13 H 0.212 -2.376 2.002
14 H 0.042 -2.898 -0.468
15 H -0.357 -0.996 -1.945

Forces on atoms 1 to 6 (eV/Å):
0.11 -0.20 -0.07
-0.57 -0.35 1.01
-0.17 -0.54 1.21
0.61 0.66 -0.94
-0.51 -1.31 0.26
1.12 1.62 0.89


[4]
Density functional theory data (ωB97M-V with the def2-TZVPD basis set) for a molecular structure, C22H28NReSTe in a non-equilibrium geometry.

Values from the calculation:
**Orbital gap (spin up / spin down)**: 6.904 / 5.823 eV
**Expectation value of S²**: 3.81
**Multiplicity**: 4
**Total charge**: +3

Atoms and positions in Å:
1 Re 0.004 -0.205 -0.606
2 C -3.336 -2.641 1.757
3 C -1.906 -2.260 2.131
4 C -1.389 -3.181 3.240
5 C -0.945 -2.209 0.973
6 C -1.382 -2.179 -0.376
7 C -0.490 -2.447 -1.439
8 C 0.871 -2.748 -1.196
9 C 1.741 -3.292 -2.256
10 C 1.341 -2.526 0.121
11 C 0.460 -2.270 1.171
12 H -3.942 -2.645 2.658
13 H -3.374 -3.645 1.340
14 H -3.798 -1.951 1.057
15 H -1.963 -1.254 2.576
16 H -1.280 -4.197 2.865
17 H -2.104 -3.195 4.057
18 H -0.432 -2.871 3.650
19 H -2.444 -2.169 -0.590
20 H -0.900 -2.610 -2.433
21 H 2.210 -2.497 -2.841
22 H 1.169 -3.901 -2.954
23 H 2.546 -3.888 -1.832
24 H 2.391 -2.674 0.336
25 H 0.858 -2.236 2.178
26 C -0.456 1.107 2.271
27 C 0.642 1.817 1.556
28 C 1.340 2.835 2.216
29 C 2.327 3.540 1.570
30 C 2.643 3.203 0.238
31 C 3.646 3.868 -0.504
32 C 3.964 3.465 -1.784
33 C 3.293 2.395 -2.370
34 C 2.298 1.725 -1.666
35 S 1.527 0.327 -2.338
36 C 1.937 2.121 -0.356
37 N 0.936 1.446 0.296
38 H -0.922 1.767 2.999
39 H -0.045 0.264 2.830
40 H -1.225 0.762 1.568
41 H 1.083 3.065 3.240
42 H 2.857 4.335 2.073
43 H 4.163 4.696 -0.042
44 H 4.743 3.972 -2.331
45 H 3.546 2.076 -3.372
46 C -3.585 0.953 -1.590
47 Te -1.680 0.709 -2.529
48 C -1.331 2.804 -2.749
49 H -4.266 1.304 -2.369
50 H -3.542 1.690 -0.788
51 H -3.951 -0.005 -1.230
52 H -1.682 3.347 -1.870
53 H -1.892 3.127 -3.630
54 H -0.272 2.977 -2.926

Forces on atoms 1 to 6 (eV/Å):
1.14 -1.10 -0.81
0.18 -0.12 -0.13
-0.30 0.59 0.61
0.17 -0.18 -0.17
-0.09 0.34 -0.42
-0.21 -0.10 0.36


[5]
Density functional theory data (ωB97M-V with the def2-TZVPD basis set) for 2 unconnected molecules or ions with the total composition C6H6O in a non-equilibrium geometry.

Values from the calculation:
**Orbital gap (spin up / spin down)**: 6.628 / 6.629 eV
**Total charge**: 0

Atoms and positions in Å:
1 C -0.754 1.589 0.195
2 C 0.225 1.547 -1.022
3 C -0.234 -3.397 -0.023
4 C 0.529 -2.636 -0.566
5 C 0.049 0.835 1.180
6 C 1.366 0.955 -0.578
7 O 1.193 0.550 0.706
8 H -0.841 2.678 0.601
9 H -1.691 1.103 -0.013
10 H -0.109 1.786 -2.115
11 H -1.113 -3.805 0.382
12 H 1.401 -2.270 -1.074
13 H -0.021 1.064 2.324

Forces on atoms 1 to 6 (eV/Å):
1.32 0.76 -0.88
-1.72 -0.02 0.20
0.05 1.32 -0.52
0.57 -1.10 0.03
-0.33 2.81 2.39
1.55 0.20 -4.69


[6]
Density functional theory data (ωB97M-V with the def2-TZVPD basis set) for 3 unconnected molecules or ions with the total composition C3H13NO3 in a non-equilibrium geometry.

Values from the calculation:
**Orbital gap**: 10.036 eV
**SMILES**: CCNCO.O.O
**Total charge**: 0

Atoms and positions in Å:
1 C 0.726 -2.659 -0.302
2 C 1.927 -1.752 -0.186
3 N 1.697 -0.422 -0.746
4 C 0.539 0.290 -0.330
5 O 0.358 1.437 -1.210
6 H 1.018 -3.716 -0.220
7 H 0.210 -2.650 -1.260
8 H 0.029 -2.539 0.529
9 H 2.326 -1.803 0.833
10 H 2.779 -2.195 -0.726
11 H 2.567 0.094 -0.743
12 H 0.405 0.633 0.706
13 H -0.357 -0.329 -0.447
14 H 1.248 1.571 -1.557
15 O -2.496 0.899 -1.491
16 H -2.316 0.438 -2.292
17 H -1.633 1.343 -1.362
18 O -2.970 4.157 3.446
19 H -3.493 3.863 4.216
20 H -2.562 3.340 3.142

Forces on atoms 1 to 6 (eV/Å):
-0.20 -1.29 0.35
0.72 -0.51 -0.55
0.44 -0.71 0.25
-1.42 0.59 -0.41
0.53 -0.72 0.73
0.33 0.25 0.14


Relative energy (zero: lowest compared OMol25 entry of this formula, charge and spin), record by record: 2.1759, 0.0000, 0.0566, 0.6362, 7.6747, 1.2071 eV